Density functional theory data (ωB97M-V with the def2-TZVPD basis set) for a molecular structure, C19H13AlCl5N2O2Te.

## Properties
* electronic energy: -103487.8525 eV
* net charge: +1

Each line ends with the Mulliken charge.
Positions of all 43 atoms, in Å:
Al  -0.14  0.20  -0.70  0.4686
N  0.48  -0.27  1.31  -0.2113
N  -0.43  -1.26  1.71  -0.3375
C  -1.31  -1.77  0.77  0.5970
O  -2.08  -2.64  1.02  -0.5626
O  -1.17  -1.17  -0.41  -0.2022
H  1.44  -0.58  1.43  0.3229
H  0.35  0.58  1.86  0.3349
H  -0.37  -1.67  2.63  0.2153
Cl  -2.43  3.07  -0.08  -0.1249
C  -0.77  3.26  -0.53  1.1076
C  0.03  2.14  -0.57  -1.4719
C  1.35  2.34  -0.92  1.1864
Cl  2.31  0.84  -1.03  -0.1398
C  1.93  3.56  -1.23  -0.7060
Cl  3.58  3.69  -1.65  -0.1699
C  1.08  4.68  -1.18  0.7887
Cl  1.71  6.22  -1.55  -0.1427
C  -0.27  4.53  -0.83  -0.3321
Cl  -1.29  5.90  -0.78  -0.1448
Te  -0.37  0.27  -3.41  0.5598
C  -1.01  -1.59  -4.14  0.5000
C  -1.59  -2.54  -3.31  -0.1158
C  -2.05  -3.72  -3.87  -0.7788
C  -1.93  -3.95  -5.23  -0.4754
C  -1.34  -3.00  -6.05  -0.5540
C  -0.87  -1.80  -5.51  -0.6548
C  -2.24  1.22  -3.30  0.7042
C  -3.27  0.65  -2.57  -0.2041
C  -4.51  1.27  -2.54  -0.7179
C  -4.71  2.46  -3.24  -0.4811
C  -3.67  3.03  -3.96  -0.5632
C  -2.43  2.41  -4.00  -0.7067
H  -1.69  -2.37  -2.25  0.4661
H  -2.51  -4.47  -3.23  0.4381
H  -2.29  -4.87  -5.66  0.3960
H  -1.23  -3.18  -7.11  0.3922
H  -0.41  -1.06  -6.15  0.3607
H  -3.13  -0.28  -2.03  0.2587
H  -5.32  0.83  -1.98  0.4256
H  -5.68  2.94  -3.22  0.4209
H  -3.83  3.95  -4.50  0.4252
H  -1.62  2.85  -4.57  0.4287



Density functional theory data (ωB97M-V with the def2-TZVPD basis set) for a molecular structure, C23H16Br2IrN4O5S2.

## Properties
* electronic energy: -204904.1463 eV
* net charge: -1
* energy relative to the best compared isomer or geometry (same formula, charge and spin): 1.4 kcal per mole

Each line ends with the Mulliken charge.
Positions of all 53 atoms, in Å:
Ir  1.97  -0.92  2.56  1.0534
Br  -2.25  4.09  2.32  -0.1936
C  -0.91  2.76  2.21  -0.2054
C  0.11  2.74  3.16  -0.8771
C  1.01  1.71  3.07  -0.4389
N  0.97  0.78  2.09  0.1907
C  0.05  0.86  1.13  0.6558
C  -0.95  1.85  1.19  -0.6408
C  0.94  -1.00  -0.26  1.0391
C  0.93  -1.54  -1.57  -0.8406
C  1.76  -2.58  -1.87  -0.1776
Br  1.75  -3.30  -3.62  -0.1944
C  2.62  -3.12  -0.92  -0.8654
C  2.59  -2.55  0.32  -0.3846
N  1.79  -1.51  0.64  -0.1053
H  0.18  3.46  3.96  0.4129
H  1.80  1.59  3.79  0.4562
H  -1.71  1.87  0.43  0.5850
H  0.25  -1.12  -2.29  0.4651
H  3.28  -3.95  -1.13  0.4230
H  3.22  -2.90  1.12  0.4718
O  0.04  -2.97  2.49  -0.5876
N  0.12  -1.79  2.82  0.5832
O  -0.84  -1.16  3.22  -0.5597
N  0.05  0.03  0.01  2.3302
C  -0.87  0.38  -1.05  -2.5678
C  -0.47  1.48  -1.86  2.0384
C  0.86  1.97  -1.84  -0.6133
C  1.26  3.06  -2.59  -0.8602
C  0.36  3.73  -3.42  -0.5996
C  -0.96  3.29  -3.44  -0.6936
C  -1.37  2.21  -2.69  -1.0231
C  -2.03  -0.47  -1.14  1.6041
C  -2.79  -0.63  -2.32  -0.9914
C  -3.88  -1.48  -2.38  -0.7141
C  -4.26  -2.23  -1.28  -0.5809
C  -3.51  -2.12  -0.12  -0.8726
C  -2.43  -1.27  -0.04  -0.3979
H  1.60  1.48  -1.21  0.2984
H  2.29  3.38  -2.54  0.3912
H  0.68  4.58  -4.01  0.3633
H  -1.69  3.82  -4.04  0.3845
H  -2.42  1.94  -2.69  0.4814
H  -2.49  -0.10  -3.22  0.4731
H  -4.43  -1.57  -3.31  0.3802
H  -5.12  -2.90  -1.33  0.3592
H  -3.77  -2.71  0.76  0.4496
H  -1.88  -1.22  0.89  0.3434
O  2.59  -0.44  4.60  -0.6415
S  3.79  -1.27  4.17  1.1058
O  3.09  -2.47  3.55  -0.6487
O  4.77  -1.54  5.17  -0.6181
S  4.31  -0.24  2.50  -0.4454



Density functional theory data (ωB97M-V with the def2-TZVPD basis set) for a molecular structure, C3H5N5.

## Properties
* electronic energy: -10636.7553 eV
* energy relative to the best compared isomer or geometry (same formula, charge and spin): 141.1 kcal per mole

Each line ends with the Mulliken charge.
Positions of all 13 atoms, in Å:
C  -2.72  0.05  0.07  -0.2314
C  0.26  1.13  -0.01  0.1591
C  1.85  -0.17  -0.15  0.3501
H  -2.64  1.45  0.05  0.1616
H  -3.54  -0.64  -0.13  0.3277
H  -0.33  2.08  0.11  0.2382
H  3.32  -1.26  -0.08  0.2344
H  0.60  -1.70  0.54  0.3186
N  -1.64  -0.66  -0.11  -0.5375
N  -0.33  -0.01  0.04  0.5685
N  1.55  1.10  -0.24  -0.5082
N  3.06  -0.34  0.20  -0.5940
N  0.57  -1.03  -0.30  -0.4871



Density functional theory data (ωB97M-V with the def2-TZVPD basis set) for a molecular structure, C34H60Cl39N2PS.

## Properties
* electronic energy: -547710.1304 eV

Each line ends with the Mulliken charge.
Positions of all 137 atoms, in Å:
C  3.28  -0.19  3.77  -1.7924
C  2.74  -0.91  2.52  -0.0542
C  1.27  -1.34  2.66  -1.2429
C  0.54  -1.47  1.29  -1.4865
C  -0.72  -0.63  1.17  0.1342
C  -1.93  -1.35  0.87  -1.5069
C  -3.14  -0.76  0.72  0.7116
P  -4.55  -1.91  0.38  0.1705
C  -5.20  -2.27  2.11  -0.6866
C  -5.92  -0.99  -0.44  -0.8311
C  -3.25  0.66  0.85  1.0216
N  -4.33  1.40  0.73  -0.5436
S  -3.83  2.93  1.01  -0.0174
N  -2.27  2.67  1.26  -0.1185
C  -2.01  1.37  1.16  -0.4511
C  -0.74  0.73  1.32  0.5029
C  0.53  1.48  1.67  0.4305
C  0.60  2.95  1.24  -1.6793
C  0.19  3.92  2.34  -0.6782
Cl  1.52  4.12  3.53  -0.2234
H  3.37  0.88  3.59  0.2431
H  2.63  -0.37  4.63  0.4152
H  4.25  -0.58  4.05  0.5420
H  3.34  -1.81  2.38  0.3017
H  2.89  -0.31  1.63  0.5663
H  0.70  -0.68  3.32  0.5281
H  1.26  -2.32  3.13  0.6851
H  0.24  -2.51  1.21  0.4119
H  1.22  -1.32  0.45  0.5763
H  -1.86  -2.42  0.74  0.4077
H  -5.92  -3.08  2.12  0.1152
H  -5.61  -1.33  2.49  0.4170
H  -4.31  -2.48  2.71  0.0915
H  -5.66  -0.64  -1.44  0.1479
H  -6.74  -1.69  -0.55  0.2882
H  -6.30  -0.19  0.20  0.3019
H  1.33  0.96  1.14  -0.0600
H  0.75  1.37  2.73  0.1886
H  1.64  3.18  1.01  0.6572
H  0.03  3.13  0.33  0.5669
H  -0.69  3.59  2.87  0.3285
H  -0.07  4.88  1.89  0.4018
C  -4.68  1.80  -3.36  0.2118
Cl  -4.09  3.29  -4.09  -0.0892
Cl  -4.10  0.40  -4.27  -0.0066
H  -4.32  1.73  -2.34  -0.4174
H  -5.76  1.79  -3.38  0.3601
C  1.95  7.17  0.87  0.1368
Cl  0.57  8.25  0.59  -0.1707
Cl  1.82  5.68  -0.06  -0.0733
H  2.86  7.68  0.59  -0.0386
H  1.98  6.91  1.93  0.1918
C  6.83  -1.61  1.38  0.4064
Cl  6.15  -0.24  2.28  -0.1586
Cl  5.56  -2.62  0.66  -0.2032
H  7.46  -1.23  0.59  -0.0808
H  7.41  -2.22  2.06  -0.0374
C  -5.81  -2.19  -6.79  -0.1222
Cl  -5.18  -2.86  -5.29  -0.1289
Cl  -7.51  -1.71  -6.63  -0.1849
H  -5.23  -1.32  -7.06  0.0837
H  -5.74  -2.94  -7.57  0.3411
C  -1.48  5.78  -3.90  0.0701
Cl  -1.11  7.11  -5.01  -0.1748
Cl  -0.75  6.04  -2.31  -0.0681
H  -2.55  5.72  -3.79  0.1223
H  -1.09  4.85  -4.32  0.0374
C  -0.08  -2.70  -4.03  -0.3147
Cl  -1.56  -1.73  -4.09  -0.0131
Cl  -0.14  -4.06  -5.16  -0.1739
H  0.76  -2.06  -4.30  0.2980
H  0.04  -3.08  -3.03  0.1905
C  -1.61  2.90  -7.21  0.4021
Cl  -2.35  4.49  -6.97  -0.1651
Cl  -0.98  2.22  -5.70  -0.1726
H  -2.37  2.22  -7.61  0.0127
H  -0.79  2.99  -7.92  -0.1168
C  5.57  7.32  -1.74  -0.2392
Cl  5.10  8.72  -0.76  -0.1702
Cl  4.17  6.44  -2.35  -0.1092
H  6.16  7.67  -2.58  0.2978
H  6.16  6.65  -1.12  0.2160
C  4.93  0.52  7.50  -0.2902
Cl  5.08  1.77  6.26  -0.1279
Cl  4.49  -1.04  6.81  -0.1297
H  5.88  0.42  8.01  0.2981
H  4.16  0.82  8.20  0.2672
C  -3.26  -0.13  4.89  0.0133
Cl  -2.91  1.10  3.68  0.0554
Cl  -2.53  0.23  6.46  -0.1873
H  -4.33  -0.20  5.03  0.3842
H  -2.86  -1.07  4.53  -0.1380
C  -1.41  -2.99  7.93  -0.4041
Cl  -1.94  -3.01  6.24  0.0054
Cl  0.35  -3.07  8.06  -0.1524
H  -1.76  -2.07  8.38  0.2257
H  -1.84  -3.85  8.43  0.3374
C  -6.89  -2.78  6.02  -0.5334
Cl  -7.32  -2.83  4.30  -0.0682
Cl  -5.14  -2.90  6.24  -0.0268
H  -7.24  -1.86  6.45  0.3220
H  -7.35  -3.63  6.52  0.3376
C  -7.65  1.62  -8.80  -0.1493
Cl  -8.09  1.75  -10.51  -0.1697
Cl  -5.90  1.57  -8.57  -0.0725
H  -8.04  2.48  -8.27  0.2825
H  -8.08  0.71  -8.40  0.1158
C  9.80  -4.34  1.09  -0.2882
Cl  10.85  -3.98  -0.28  -0.1044
Cl  9.61  -2.93  2.15  -0.1323
H  8.82  -4.62  0.72  0.2484
H  10.23  -5.15  1.66  0.3111
C  13.74  -3.91  -2.34  -0.0554
Cl  14.39  -5.27  -1.41  -0.1432
Cl  15.02  -2.82  -2.88  -0.1595
H  13.23  -4.30  -3.21  0.2947
H  13.06  -3.35  -1.71  0.0631
C  -1.04  1.67  -10.98  -0.3125
Cl  0.15  2.34  -9.85  -0.1604
Cl  -2.66  1.57  -10.27  -0.0786
H  -1.09  2.32  -11.85  0.2881
H  -0.73  0.68  -11.27  0.2939
C  -8.36  -5.25  1.56  -0.1972
Cl  -7.69  -3.91  0.63  -0.1053
Cl  -7.80  -6.82  0.97  -0.1652
H  -8.06  -5.14  2.60  0.0908
H  -9.44  -5.22  1.49  0.3494
C  9.30  1.49  0.65  -0.2929
Cl  7.87  2.44  0.23  -0.1276
Cl  9.36  -0.03  -0.24  -0.1378
H  10.18  2.07  0.41  0.3311
H  9.27  1.27  1.71  0.2454
C  -1.79  -6.13  3.99  -0.2965
Cl  -1.70  -4.85  2.77  -0.0096
Cl  -2.34  -7.66  3.30  -0.1693
H  -0.80  -6.27  4.41  0.3124
H  -2.48  -5.82  4.76  0.1825



Let's list orbital gap in order: 9.17; 5.48; 8.14; 7.33 eV.